Entry 1:
C32H45CuGeN4O4Si3 as an isolated structure in a non-equilibrium geometry. Source: the Open Molecules 2025 dataset; level of theory: ωB97M-V/def2-TZVPD.

Relative energy (zero: lowest compared OMol25 entry of this formula, charge and spin) (eV): 0.000
DFT total energy (eV): -172850.4298
Max |F| (hartree/bohr): 0.0872
2S+1: 1
Kohn-Sham gap (spin up / spin down) (eV): 5.47 / 5.47

Each line ends with the Mulliken charge.
Positions of all 90 atoms, in Å:
Cu  -0.18  0.30  1.29  -0.3007
C  -0.83  -1.93  4.18  -1.1213
O  -0.68  -0.60  3.58  -0.1704
C  -0.22  0.41  4.36  0.8288
C  0.09  0.29  5.72  -0.6211
C  0.57  1.37  6.43  -0.6253
C  0.80  2.61  5.81  -0.7903
C  0.44  2.75  4.48  -0.4648
C  -0.02  1.66  3.73  0.3504
N  -0.30  1.85  2.38  0.7668
N  -0.18  3.07  1.92  -0.2900
C  -0.65  3.39  0.69  -0.7418
C  -1.23  2.48  -0.27  0.5205
O  -1.15  1.19  -0.12  -0.7876
C  -1.79  3.00  -1.47  0.3588
C  -1.72  4.34  -1.79  -1.4008
C  -1.02  5.23  -0.94  1.3253
C  -0.81  6.55  -1.38  -1.0905
C  -0.20  7.45  -0.55  -0.4663
C  0.26  7.06  0.71  -0.7868
C  0.11  5.74  1.15  -0.2667
C  -0.54  4.80  0.32  0.7124
H  -1.57  -1.93  4.98  0.4471
H  -1.19  -2.57  3.37  0.1973
H  0.13  -2.35  4.51  0.4058
H  -0.09  -0.67  6.20  0.3742
H  0.87  1.22  7.47  0.3663
H  1.20  3.45  6.37  0.3772
H  0.51  3.69  3.92  0.4148
H  -2.31  2.31  -2.15  0.0039
H  -2.10  4.77  -2.74  0.2769
H  -1.12  6.82  -2.41  0.3258
H  -0.11  8.50  -0.88  0.3409
H  0.76  7.82  1.33  0.3574
H  0.51  5.39  2.10  0.3218
O  -0.37  -1.24  0.07  0.2975
N  0.53  -2.28  0.28  -0.9358
N  1.39  -1.99  1.20  1.8594
O  1.43  -0.77  1.70  -0.7702
C  2.21  -2.99  1.77  0.1366
C  2.20  -4.29  1.29  -0.2885
C  3.00  -5.21  1.96  -0.4709
C  3.73  -4.84  3.12  -0.6458
C  3.72  -3.51  3.52  -0.4851
C  2.99  -2.57  2.83  -0.4313
H  1.62  -4.62  0.41  0.2017
H  3.02  -6.25  1.58  0.3585
H  4.28  -5.61  3.66  0.3789
H  4.30  -3.15  4.37  0.3815
H  3.02  -1.49  3.09  0.3547
C  1.47  2.42  -2.23  -1.1701
Si  1.28  0.59  -2.64  0.5917
C  2.96  -0.11  -2.22  -0.9349
C  1.03  0.50  -4.49  -1.2067
Ge  -0.66  -0.92  -1.75  0.4047
Si  -3.17  -0.92  -1.83  0.6725
C  -3.63  -0.76  -3.62  -1.2244
C  -3.67  -2.57  -1.07  -1.2558
C  -4.01  0.44  -0.85  -1.0418
Si  0.09  -3.13  -2.67  0.9613
C  1.94  -3.36  -2.51  -1.1886
C  -0.89  -4.44  -1.76  -1.3804
C  -0.41  -3.10  -4.48  -1.0593
H  2.43  2.75  -2.60  0.5632
H  1.44  2.65  -1.18  0.1971
H  0.73  3.04  -2.74  0.2517
H  3.67  0.72  -2.36  0.4655
H  3.23  -0.97  -2.85  0.2845
H  2.99  -0.41  -1.18  0.0974
H  1.70  1.20  -4.98  0.4453
H  0.02  0.77  -4.81  0.2874
H  1.23  -0.51  -4.86  0.2185
H  -3.36  -1.65  -4.21  0.3083
H  -3.14  0.09  -4.10  0.2987
H  -4.71  -0.66  -3.67  0.4697
H  -3.80  -3.35  -1.82  0.2945
H  -4.63  -2.39  -0.58  0.4316
H  -2.99  -2.92  -0.33  0.2574
H  -3.87  1.42  -1.32  0.2440
H  -3.65  0.46  0.18  0.1198
H  -5.08  0.25  -0.81  0.5562
H  2.29  -2.86  -1.60  0.2042
H  2.48  -2.94  -3.36  0.3671
H  2.16  -4.41  -2.47  0.4338
H  -1.30  -4.10  -0.81  0.2024
H  -0.25  -5.30  -1.55  0.5060
H  -1.73  -4.84  -2.37  0.4004
H  0.16  -2.37  -5.06  0.2082
H  -1.46  -2.89  -4.64  0.2083
H  -0.21  -4.08  -4.91  0.4213


Entry 2:
A 4-piece molecular cluster, C32H45N8O6S3 overall in a non-equilibrium geometry. Source: the Open Molecules 2025 dataset; level of theory: ωB97M-V/def2-TZVPD.

DFT total energy (eV): -90602.8778
Net charge: +1
Max |F| (hartree/bohr): 0.1130
2S+1: 1
Kohn-Sham gap (eV): 7.06

Each line ends with the Mulliken charge.
Positions of all 94 atoms, in Å:
C  -3.31  -3.76  3.27  -0.5874
C  -3.13  -2.78  1.95  -0.4371
S  -2.22  -1.17  2.40  -0.0014
C  -0.43  -1.43  1.85  -0.4088
C  0.67  -1.27  3.05  -0.0178
N  -0.12  -0.74  4.26  -0.3207
C  0.97  -0.25  5.20  0.0753
N  0.83  0.11  6.52  -0.1052
C  -0.47  0.12  7.30  -0.4350
C  -1.26  -1.32  7.34  -0.7259
C  -2.61  -1.41  6.42  0.3333
S  -3.81  0.01  6.63  -0.1416
C  -4.90  0.03  5.06  -0.1547
S  -5.00  1.44  4.06  -0.1324
N  -5.69  -1.24  4.74  0.2502
C  -6.90  -1.16  5.69  -0.4336
C  -7.41  -2.63  6.22  -0.9176
C  -6.17  -1.24  3.29  -0.4687
C  -6.80  -2.73  2.87  -0.9364
N  2.31  -0.19  4.44  -0.5398
C  1.81  -0.08  2.99  0.1141
N  2.91  -0.53  2.04  -0.5581
H  -3.90  -3.25  4.16  -0.0627
H  -2.28  -4.22  3.64  0.2725
H  -3.99  -4.67  2.91  0.3515
H  -2.46  -3.38  1.19  0.3855
H  -4.15  -2.58  1.38  0.2494
H  -0.37  -2.56  1.50  0.3322
H  -0.22  -0.68  0.96  -0.0360
H  1.32  -2.24  3.26  0.2976
H  -0.32  -1.68  4.72  0.2144
H  1.72  0.41  7.01  0.3185
H  -0.17  0.37  8.42  0.2950
H  -1.11  1.02  6.91  0.3687
H  -1.51  -1.70  8.42  0.3901
H  -0.49  -2.13  6.90  0.3285
H  -2.43  -1.55  5.27  -0.5409
H  -3.19  -2.39  6.78  0.3798
H  -7.78  -0.56  5.16  0.2781
H  -6.65  -0.53  6.66  0.3859
H  -8.11  -2.43  7.16  0.3515
H  -6.55  -3.34  6.60  0.1921
H  -8.10  -3.10  5.39  0.2411
H  -5.31  -1.00  2.51  0.2220
H  -7.02  -0.43  3.08  0.4401
H  -7.99  -2.74  2.95  0.2455
H  -6.44  -3.47  3.73  0.2071
H  -6.44  -3.11  1.82  0.2534
H  2.55  0.82  4.63  0.3570
H  1.27  0.92  2.69  0.2624
H  3.71  -0.85  2.65  0.2702
H  3.21  0.25  1.41  0.2904
C  0.76  1.54  -0.71  -0.1041
C  1.44  0.55  -1.41  -0.3264
C  1.18  0.34  -2.76  -0.3375
C  0.22  1.13  -3.41  0.0011
C  -0.48  2.12  -2.70  -0.4422
C  -0.21  2.32  -1.35  -0.6829
N  -0.05  0.93  -4.84  1.0386
O  0.57  0.03  -5.42  -0.5729
O  -0.88  1.67  -5.38  -0.5886
H  0.97  1.71  0.35  0.3106
H  2.19  -0.06  -0.90  0.3493
H  1.72  -0.44  -3.30  0.4703
H  -1.23  2.74  -3.19  0.4815
H  -0.74  3.09  -0.80  0.4027
C  2.30  5.30  -8.30  -0.3955
C  1.74  4.14  -7.75  -0.6284
C  2.32  3.55  -6.63  0.1142
C  3.46  4.13  -6.05  -0.0702
C  4.03  5.28  -6.61  -0.4086
C  3.45  5.86  -7.74  -0.4868
N  4.05  3.53  -4.85  1.0026
O  3.53  2.50  -4.40  -0.5599
O  5.04  4.09  -4.36  -0.6003
H  1.85  5.76  -9.18  0.3761
H  0.85  3.71  -8.20  0.4259
H  1.86  2.65  -6.21  0.4066
H  4.92  5.74  -6.17  0.4463
H  3.88  6.76  -8.17  0.3791
C  6.46  -0.27  -5.08  -0.7236
C  7.14  -1.26  -5.78  -0.3556
C  6.88  -1.47  -7.14  -0.3994
C  5.92  -0.68  -7.78  -0.1213
C  5.22  0.31  -7.08  -0.3027
C  5.49  0.51  -5.72  0.1172
N  5.65  -0.88  -9.21  0.9768
O  6.27  -1.78  -9.79  -0.5841
O  4.82  -0.14  -9.75  -0.5870
H  6.67  -0.11  -4.03  0.3961
H  7.89  -1.87  -5.27  0.3754
H  7.42  -2.25  -7.67  0.4376
H  4.47  0.93  -7.56  0.5645
H  4.96  1.28  -5.17  0.2139


> Which value of DFT total energy does entry 1 give?

-172850.4298 eV


> Which value of 2S+1 does entry 1 give?

1